Arrangement a

C4H12O2 | the ωB97M-V functional and the def2-TZVPD basis

HOMO energy in eV: -10.200
Net charge: 0
HOMO-LUMO gap in eV: 11.00

Each line ends with the Mulliken charge.
Positions of all 18 atoms, in Å:
H (-2.84, 0.86, -1.87)  0.2779
H (-0.75, 1.74, 0.52)  0.4513
H (2.95, -0.08, 0.65)  0.2865
H (-2.05, 1.24, 1.97)  0.3083
C (-1.45, 1.05, 0.14)  -0.0062
H (2.55, -0.55, -0.97)  0.2876
H (1.32, 0.43, -0.05)  0.1860
O (-2.45, 0.80, 1.17)  -0.5529
C (1.38, -1.74, 0.42)  -0.1371
H (-1.07, 0.08, -0.09)  -0.0780
H (-1.44, 1.94, -1.95)  0.2966
H (-2.64, 2.40, -0.81)  0.2946
C (-2.17, 1.53, -1.21)  -0.9955
O (2.14, -2.93, 0.10)  -0.5277
H (0.38, -1.83, 0.03)  0.2501
C (2.05, -0.37, 0.02)  -0.7945
H (3.03, -2.92, 0.28)  0.2782
H (1.07, -1.65, 1.66)  0.1748

=====

Arrangement b

C4H12O2 | the ωB97M-V functional and the def2-TZVPD basis

HOMO energy in eV: -9.110
Net charge: 0
HOMO-LUMO gap in eV: 9.05

Each line ends with the Mulliken charge.
Positions of all 18 atoms, in Å:
H (1.09, -0.61, 2.88)  0.3747
H (2.07, 1.12, 0.53)  0.3982
H (0.21, -1.95, -1.41)  0.2400
C (0.37, 1.96, -0.63)  -1.1687
C (0.18, 0.23, 1.08)  -0.1604
O (-2.11, -0.71, -0.65)  -0.7039
H (-0.38, 1.46, -1.22)  0.2735
H (-0.12, -1.63, 2.17)  0.3275
H (0.59, -0.27, -0.19)  0.2515
C (1.04, 0.95, 0.25)  0.2556
H (-0.14, 2.69, 0.02)  0.3201
H (-2.61, -1.26, -1.25)  0.2654
C (0.67, -0.91, 1.93)  -1.3577
O (0.28, -0.99, -1.51)  -0.9816
H (-1.13, -0.85, -0.91)  0.4436
H (1.47, -1.44, 1.41)  0.3302
H (-0.85, 0.57, 1.01)  0.5225
H (1.04, 2.52, -1.29)  0.3695

=====

Name the most stable of them. arrangement a.

=====

Arrangement a

H4P2S6 | the ωB97M-V functional and the def2-TZVPD basis

HOMO energy in eV: -9.059
Net charge: 0
HOMO-LUMO gap in eV: 7.44

Each line ends with the Mulliken charge.
Positions of all 12 atoms, in Å:
S (2.24, 0.88, 1.92)  -0.1671
S (-1.26, 2.44, 1.08)  -0.2980
H (-1.43, 2.26, -1.89)  0.1818
S (-1.13, 1.05, -2.08)  -0.1548
P (1.52, 0.63, -0.08)  0.3699
S (2.20, 1.85, -1.43)  -0.2329
S (1.75, -1.84, -0.22)  -0.3771
S (-1.47, -0.98, 0.70)  -0.2515
H (-0.16, -1.54, 0.29)  0.1514
H (3.07, 1.85, 1.48)  0.1808
P (-0.76, 0.92, -0.05)  0.3686
H (1.69, -2.38, 1.06)  0.2290

=====

Arrangement b

H4P2S6 | the ωB97M-V functional and the def2-TZVPD basis

HOMO energy (spin up / spin down) in eV: -8.940 / -8.940
Net charge: 0
HOMO-LUMO gap (spin up / spin down) in eV: 6.24 / 6.24

Each line ends with the Mulliken charge.
Positions of all 12 atoms, in Å:
P (-0.08, 0.63, -0.69)  0.3478
S (2.65, -0.56, 1.20)  -0.2637
S (1.60, 0.95, -1.77)  -0.1114
S (-0.50, 0.03, 2.68)  -0.3633
S (-2.10, 0.53, -2.39)  -0.2470
H (-0.06, -3.37, 1.37)  0.1773
S (0.03, -2.53, 0.35)  -0.2338
S (-0.48, 2.45, 0.15)  -0.2040
H (1.65, -0.35, -1.92)  0.1920
P (0.69, -0.66, 1.22)  0.4324
H (-3.03, 1.00, -1.66)  0.1476
H (-0.37, 1.88, 1.47)  0.1262

=====

Name the most stable of them. arrangement a.

=====

Arrangement a

C3H10N5 | the ωB97M-V functional and the def2-TZVPD basis

HOMO energy (spin up / spin down) in eV: -12.609 / -12.608
Net charge: +1
HOMO-LUMO gap (spin up / spin down) in eV: 8.95 / 8.95

Each line ends with the Mulliken charge.
Positions of all 18 atoms, in Å:
H (2.12, -0.55, -0.65)  0.3846
N (-1.39, 1.46, -0.56)  -0.0664
H (1.42, 1.25, -1.43)  0.3624
H (0.00, -1.97, -1.40)  0.3152
H (-1.51, -0.08, 1.92)  0.3045
C (-1.68, -0.34, 0.89)  -0.3365
H (-2.57, -1.03, 0.89)  0.3137
H (2.61, 2.07, 0.28)  0.3042
H (1.07, 1.80, 0.99)  0.3464
H (-1.78, -1.32, -1.36)  0.2842
N (-2.01, 0.92, 0.24)  0.1536
N (0.20, 0.20, -0.36)  -0.1491
N (2.00, 1.41, 0.65)  -0.4582
N (-0.46, -0.81, 0.24)  -0.0829
H (-1.21, -2.63, -0.23)  0.3939
C (-0.89, -1.81, -0.79)  -0.8148
C (1.48, 0.35, -0.65)  -0.5368
H (2.61, 1.08, 1.34)  0.2820

=====

Arrangement b

C3H10N5 | the ωB97M-V functional and the def2-TZVPD basis

HOMO energy in eV: -12.558
Net charge: +1
HOMO-LUMO gap in eV: 8.61

Each line ends with the Mulliken charge.
Positions of all 18 atoms, in Å:
H (0.61, 2.06, -1.33)  0.3943
N (-0.99, -1.55, 1.14)  -0.5868
N (-0.89, 0.17, -0.89)  -0.6664
H (2.05, -1.16, -1.69)  0.2501
H (-1.27, 0.92, -1.36)  0.2421
H (-0.86, -2.29, 1.76)  0.2147
H (1.97, 1.20, -2.07)  0.3413
H (-0.83, 0.31, 0.21)  0.5250
C (1.02, -1.03, -1.32)  -0.0393
H (0.40, 1.43, -2.98)  0.3353
N (-0.74, -0.27, 1.58)  -0.1482
N (0.43, 0.05, -1.36)  0.3502
H (0.45, 1.09, 4.29)  0.2991
H (-1.83, -1.45, 0.65)  0.2341
H (0.47, -1.92, -1.00)  0.2828
C (-0.57, 0.23, 2.68)  0.3147
N (-0.32, 0.91, 3.65)  -0.4017
C (0.90, 1.27, -1.96)  -0.9412

=====

Name the most stable of them. arrangement b.

=====

Arrangement a

C3H10N5 | the ωB97M-V functional and the def2-TZVPD basis

HOMO energy (spin up / spin down) in eV: -13.059 / -13.058
Net charge: +1
HOMO-LUMO gap (spin up / spin down) in eV: 8.01 / 8.00

Each line ends with the Mulliken charge.
Positions of all 18 atoms, in Å:
N (-0.98, 0.26, 0.21)  0.0786
H (-1.99, 0.57, -1.91)  0.3148
H (-2.59, -0.63, -0.77)  0.2985
C (0.35, -0.65, -0.06)  0.1171
H (-0.65, 1.80, 1.57)  0.2739
H (1.33, -2.62, 0.55)  0.3336
N (-0.46, 1.46, 0.61)  -0.2949
H (0.24, -1.10, -1.07)  0.2526
N (0.89, 1.49, 0.33)  -0.1776
C (0.44, -1.85, 0.82)  -1.2059
N (2.44, 0.03, -0.70)  -0.8161
H (1.34, 2.42, 0.22)  0.2581
H (-2.82, 1.19, -0.38)  0.2585
H (3.11, 0.80, -0.73)  0.2818
H (0.58, -1.62, 1.81)  0.3685
H (-0.49, -2.31, 0.51)  0.3427
C (-2.10, 0.39, -0.81)  -0.7072
N (1.36, 0.35, -0.19)  1.0233

=====

Arrangement b

C3H10N5 | the ωB97M-V functional and the def2-TZVPD basis

HOMO energy in eV: -14.070
Net charge: +1
HOMO-LUMO gap in eV: 10.76

Each line ends with the Mulliken charge.
Positions of all 18 atoms, in Å:
H (2.04, 2.77, -0.68)  0.2249
H (-0.10, -2.28, 1.67)  0.3374
H (-1.48, -2.32, -0.74)  0.2566
H (-0.28, 2.92, -0.26)  0.2275
H (2.45, 1.13, -1.32)  0.2660
H (1.57, -2.16, 1.15)  0.3189
N (0.83, -0.09, -0.18)  -0.3910
H (-2.43, 1.27, 0.29)  0.2327
C (0.57, -2.39, 0.77)  -1.2002
N (-1.54, 1.19, 0.74)  -0.4615
N (-0.35, 1.92, -0.20)  -0.2231
N (-1.06, -1.37, -0.70)  -0.3642
C (0.05, -1.15, -0.04)  0.7279
H (-1.64, -0.53, -1.22)  0.2901
C (0.75, 1.16, -0.40)  0.5913
H (0.38, -3.41, 0.39)  0.3622
H (-1.57, 1.51, 1.64)  0.2181
N (1.81, 1.83, -0.91)  -0.4136

=====

Name the most stable of them. arrangement b.

=====

Arrangement a

C2H5N3OS | the ωB97M-V functional and the def2-TZVPD basis

HOMO energy in eV: -9.430
Net charge: 0
HOMO-LUMO gap in eV: 10.13

Each line ends with the Mulliken charge.
Positions of all 12 atoms, in Å:
N (1.68, 0.55, 0.13)  -0.2954
H (2.38, 1.27, 0.05)  0.2473
C (0.34, 0.82, -0.06)  0.6872
H (2.46, -1.48, 0.89)  0.1271
O (-0.35, -0.34, -0.04)  -0.1034
N (-0.21, 1.93, -0.20)  -0.6130
S (2.39, -0.90, -0.33)  -0.1569
H (0.47, 2.71, -0.22)  0.2136
H (-3.36, -1.20, -0.31)  0.3095
H (-1.82, -2.00, 0.54)  0.2761
C (-2.31, -1.20, -0.04)  -0.2610
N (-1.68, -0.16, -0.41)  -0.4310

=====

Arrangement b

C2H5N3OS | the ωB97M-V functional and the def2-TZVPD basis

HOMO energy in eV: -8.744
Net charge: 0
HOMO-LUMO gap in eV: 8.43

Each line ends with the Mulliken charge.
Positions of all 12 atoms, in Å:
H (0.06, 0.58, -3.11)  0.3576
O (1.03, -1.18, 0.25)  -0.5068
H (-1.29, -1.29, 2.63)  0.2351
N (0.38, 0.18, 0.25)  0.1211
N (-0.49, -0.96, 1.99)  -0.6245
H (-1.16, 1.14, 1.43)  0.2675
H (1.31, -0.57, -2.16)  0.3563
C (0.12, 0.89, -0.86)  0.3598
C (-0.55, 0.16, 1.28)  0.0381
H (0.83, -1.59, 1.14)  0.4020
N (0.92, 0.50, -1.95)  -0.6455
S (-1.15, 2.13, -0.88)  -0.3607

=====

Name the most stable of them. arrangement a.